A 4-piece molecular cluster, C30H67F3N7O6 overall in a non-equilibrium geometry, computed with wB97M-V/def2-TZVPD.

```
113
C30H67F3N7O6 | the OMol25 dataset | wB97M-V/def2-TZVPD
C 1.017 2.050 2.428
C 0.200 0.869 2.943
C -0.416 -0.060 1.886
C 0.471 -0.427 0.692
C 0.902 -1.907 0.721
N -0.251 -0.210 -0.635
C 0.539 -0.467 -1.858
C 1.238 0.860 -2.125
C 1.790 0.944 -3.546
C 3.051 1.804 -3.657
C 2.791 3.262 -3.469
F 3.672 3.902 -2.663
C 1.764 3.974 -3.889
F 1.004 3.645 -4.917
F 1.352 5.097 -3.329
N 0.170 1.806 -1.745
N 0.606 2.976 -1.004
C -0.659 1.066 -0.896
N -1.789 1.542 -0.459
H 0.416 2.726 1.818
H 1.911 1.751 1.879
H 1.377 2.627 3.281
H -0.646 1.289 3.491
H 0.781 0.313 3.681
H -0.690 -0.984 2.393
H -1.359 0.375 1.568
H 1.381 0.173 0.664
H 0.653 -2.376 1.669
H 0.448 -2.479 -0.087
H 1.984 -1.987 0.612
H 1.134 -1.371 -1.855
H -0.208 -0.578 -2.652
H 2.083 0.937 -1.423
H 1.013 1.355 -4.191
H 1.990 -0.052 -3.942
H 3.734 1.541 -2.845
H 3.564 1.605 -4.599
H 0.141 3.789 -1.392
H 1.605 3.082 -1.130
H -1.969 2.533 -0.402
H -2.481 0.892 -0.122
C -4.493 6.555 6.457
O -3.853 5.518 7.174
C -4.738 4.576 7.767
C -4.606 3.223 7.104
N -5.119 3.255 5.741
C -4.834 2.065 4.953
C -3.376 1.728 4.666
O -2.719 2.653 3.810
C -2.169 3.791 4.456
H -3.727 7.278 6.184
H -4.976 6.191 5.542
H -5.245 7.058 7.070
H -5.771 4.932 7.724
H -4.459 4.478 8.820
H -5.174 2.486 7.680
H -3.545 2.939 7.152
H -4.734 4.063 5.268
H -5.341 2.181 3.991
H -5.292 1.203 5.450
H -3.362 0.771 4.135
H -2.791 1.586 5.582
H -1.843 3.560 5.473
H -2.874 4.625 4.489
H -1.303 4.111 3.875
C -1.128 0.820 -10.978
O -2.192 0.867 -10.047
C -2.924 -0.346 -9.923
C -2.708 -0.967 -8.561
N -1.344 -1.460 -8.420
C -0.979 -1.873 -7.074
C -0.977 -0.815 -5.974
O 0.027 0.178 -6.111
C -0.315 1.261 -6.965
H -0.750 1.834 -11.085
H -0.310 0.172 -10.642
H -1.471 0.469 -11.955
H -2.654 -1.047 -10.718
H -3.984 -0.104 -10.032
H -3.402 -1.804 -8.435
H -2.963 -0.205 -7.811
H -0.704 -0.740 -8.729
H 0.027 -2.297 -7.123
H -1.649 -2.683 -6.767
H -0.756 -1.334 -5.034
H -1.959 -0.342 -5.850
H -1.388 1.465 -6.946
H -0.007 1.080 -7.997
H 0.218 2.143 -6.610
C 3.466 -2.644 3.344
O 2.818 -3.788 2.831
C 3.528 -4.448 1.787
C 4.051 -5.794 2.234
N 5.120 -5.643 3.208
C 5.550 -6.885 3.845
C 4.541 -7.638 4.703
O 4.171 -6.962 5.889
C 3.115 -6.033 5.765
H 2.768 -2.152 4.020
H 4.373 -2.893 3.904
H 3.735 -1.944 2.544
H 4.346 -3.819 1.421
H 2.825 -4.604 0.963
H 4.442 -6.325 1.360
H 3.198 -6.370 2.620
H 4.819 -4.999 3.928
H 6.405 -6.642 4.480
H 5.916 -7.561 3.066
H 5.020 -8.565 5.026
H 3.646 -7.927 4.137
H 2.398 -6.338 4.996
H 3.475 -5.025 5.535
H 2.600 -5.992 6.725
```

Summary:
largest force on an atom = 0.02249 hartree/bohr
E_LUMO = -3.216 eV
spin multiplicity = 1
gap between HOMO and LUMO = 7.00 eV
HOMO energy = -10.2 eV
charge = +1

Löwdin population analysis, charges in e, atoms 1 to 6:
1 C -0.105
2 C -0.221
3 C -0.142
4 C -0.263
5 C -0.021
6 N 0.014


A 6-piece molecular cluster, C30H67N5O7S overall in a non-equilibrium geometry, computed with wB97M-V/def2-TZVPD.

```
110
C30H67N5O7S | the OMol25 dataset | wB97M-V/def2-TZVPD
C 5.088 -0.092 2.390
C 4.351 -0.168 1.029
C 3.998 1.283 0.615
C 3.121 -1.134 1.168
C 1.821 -0.365 1.260
C 1.020 -0.361 0.212
C -0.252 0.429 0.264
O -1.105 0.284 -0.557
C -0.407 1.431 1.363
C 0.372 1.435 2.419
S 0.166 2.603 3.729
C 1.470 0.390 2.500
O 2.027 0.217 3.536
H 4.504 0.394 3.176
H 5.381 -1.113 2.666
H 6.025 0.470 2.266
H 5.064 -0.577 0.304
H 3.731 1.849 1.516
H 4.922 1.739 0.234
H 3.260 1.364 -0.187
H 3.112 -1.792 0.292
H 3.249 -1.796 2.033
H 1.308 -0.934 -0.664
H -1.209 2.162 1.279
H 0.928 2.135 4.746
C -0.221 -4.670 -0.295
O -0.038 -3.849 0.844
C -1.100 -2.948 1.107
C -2.288 -3.562 1.865
C -3.188 -4.429 0.991
N -1.848 -4.350 3.021
H -0.759 -4.148 -1.091
H -0.746 -5.590 -0.028
H 0.766 -4.949 -0.667
H -0.668 -2.166 1.739
H -1.427 -2.457 0.181
H -2.898 -2.732 2.234
H -2.745 -5.403 0.777
H -4.137 -4.614 1.494
H -3.405 -3.937 0.040
H -1.328 -3.746 3.653
H -1.149 -5.012 2.690
C -1.951 1.741 -6.485
O -2.044 1.581 -5.080
C -1.556 0.346 -4.587
C -0.032 0.292 -4.392
C 0.746 0.127 -5.694
N 0.466 1.477 -3.688
H -2.102 0.797 -7.017
H -0.987 2.179 -6.757
H -2.727 2.441 -6.796
H -2.023 0.218 -3.607
H -1.907 -0.485 -5.214
H 0.182 -0.585 -3.773
H 0.793 1.052 -6.269
H 1.774 -0.170 -5.484
H 0.298 -0.645 -6.324
H 0.011 1.528 -2.779
H 0.114 2.295 -4.180
C -4.143 -0.818 -10.023
O -3.951 0.013 -8.891
C -5.016 0.914 -8.630
C -6.194 0.297 -7.858
C -7.094 -0.584 -8.718
N -5.738 -0.477 -6.699
H -4.688 -0.304 -10.819
H -4.663 -1.737 -9.744
H -3.159 -1.099 -10.400
H -4.586 1.703 -8.008
H -5.352 1.395 -9.558
H -6.807 1.126 -7.492
H -6.646 -1.556 -8.926
H -8.038 -0.772 -8.205
H -7.323 -0.102 -9.671
H -5.218 0.137 -6.076
H -5.036 -1.136 -7.030
C -4.149 4.949 7.001
O -3.192 4.276 6.205
C -3.594 4.026 4.869
C -3.405 5.215 3.911
C -4.464 6.301 4.070
N -2.077 5.822 4.053
H -5.172 4.662 6.741
H -4.031 6.032 6.915
H -3.967 4.679 8.042
H -2.954 3.210 4.521
H -4.625 3.651 4.841
H -3.492 4.825 2.892
H -4.300 6.914 4.956
H -4.446 6.973 3.210
H -5.465 5.869 4.133
H -1.374 5.115 3.854
H -1.942 6.025 5.041
C 8.628 -0.542 5.526
O 8.167 -1.303 4.424
C 8.419 -2.695 4.518
C 7.394 -3.470 5.363
C 7.581 -3.290 6.866
N 6.018 -3.109 5.009
H 9.555 -0.946 5.943
H 7.862 -0.482 6.302
H 8.819 0.472 5.173
H 8.362 -3.071 3.493
H 9.444 -2.879 4.864
H 7.532 -4.533 5.145
H 7.225 -2.321 7.215
H 7.018 -4.050 7.409
H 8.632 -3.390 7.146
H 5.869 -3.320 4.025
H 5.955 -2.094 5.051
```

Summary:
structure (SMILES) = CC(C)CC1=CC(=O)C=C(S)C1=O.COC[C@@H](C)N.COC[C@@H](C)N.COC[C@@H](C)N.COC[C@@H](C)N.COC[C@@H](C)N
largest force on an atom = 0.03581 hartree/bohr
E_LUMO = -1.209 eV
spin multiplicity = 1
gap between HOMO and LUMO = 7.91 eV
HOMO energy = -9.1 eV
charge = 0

Löwdin population analysis, charges in e, atoms 1 to 6:
1 C -0.083
2 C -0.370
3 C -0.065
4 C -0.096
5 C -0.163
6 C 0.047


A 8-piece molecular cluster, C30H69ClN6O14P overall in a non-equilibrium geometry, computed with wB97M-V/def2-TZVPD.

```
121
C30H69ClN6O14P | the OMol25 dataset | wB97M-V/def2-TZVPD
Cl 0.556 0.412 0.231
O -0.003 0.631 -1.096
O -0.368 0.947 1.216
O 0.735 -1.002 0.451
O 1.803 1.139 0.353
O -5.328 -0.977 -2.181
P -4.490 -0.901 -3.376
N -3.275 0.215 -3.268
C -3.144 1.061 -2.076
C -2.150 0.171 -4.141
N -5.435 -0.527 -4.683
C -4.881 -0.285 -5.980
C -6.766 -0.025 -4.418
N -3.736 -2.287 -3.837
C -4.523 -3.374 -4.392
C -2.558 -2.727 -3.121
H -2.647 0.535 -1.252
H -4.107 1.457 -1.780
H -2.463 1.881 -2.295
H -2.087 1.092 -4.742
H -2.189 -0.670 -4.826
H -1.198 0.126 -3.597
H -5.651 -0.341 -6.750
H -4.385 0.698 -6.074
H -4.097 -1.009 -6.226
H -7.201 0.277 -5.370
H -7.398 -0.816 -4.016
H -6.741 0.819 -3.729
H -5.407 -2.965 -4.891
H -3.964 -3.906 -5.165
H -4.892 -4.037 -3.600
H -2.842 -3.152 -2.156
H -1.877 -1.900 -2.936
H -2.061 -3.498 -3.710
O 0.335 -0.869 4.886
C 1.502 -0.980 4.726
O 2.303 -1.100 5.853
C 3.636 -1.431 5.486
C 3.781 -1.013 4.048
C 2.365 -1.237 3.479
H 3.757 -2.505 5.662
H 4.374 -0.942 6.129
H 4.569 -1.562 3.540
H 3.959 0.064 4.015
H 2.267 -2.256 3.106
H 2.218 -0.551 2.652
O -1.512 1.479 5.342
C -1.415 2.518 4.793
O -0.284 3.299 4.842
C -0.457 4.531 4.128
C -1.949 4.614 3.762
C -2.400 3.144 3.827
H 0.282 4.684 3.342
H -0.256 5.328 4.855
H -2.194 5.070 2.804
H -2.477 5.205 4.514
H -2.155 2.630 2.891
H -3.447 2.990 4.052
O -2.849 4.294 -1.600
C -1.711 4.590 -1.454
O -1.196 5.769 -1.914
C 0.220 5.840 -1.622
C 0.439 4.850 -0.485
C -0.613 3.800 -0.766
H 0.510 6.862 -1.394
H 0.743 5.538 -2.536
H 0.329 5.334 0.488
H 1.471 4.490 -0.442
H -0.928 3.135 0.029
H -0.317 3.122 -1.586
C 5.382 -4.357 4.339
C 5.905 -4.688 2.953
C 5.626 -3.671 1.871
O 4.241 -3.442 1.787
C 3.980 -2.599 0.689
N 7.348 -5.001 2.939
H 4.334 -4.056 4.292
H 5.877 -3.546 4.887
H 5.489 -5.253 4.955
H 5.413 -5.627 2.680
H 6.006 -4.111 0.940
H 6.192 -2.743 2.056
H 4.283 -3.028 -0.272
H 4.463 -1.613 0.809
H 2.934 -2.291 0.595
H 7.491 -5.849 3.483
H 7.832 -4.298 3.499
C 0.622 2.986 -4.542
C 2.033 2.413 -4.493
C 2.925 3.223 -3.543
O 4.279 2.824 -3.587
C 4.975 3.329 -4.682
N 2.022 0.987 -4.096
H 0.296 3.053 -5.584
H 0.496 3.998 -4.149
H -0.060 2.306 -4.034
H 2.525 2.472 -5.468
H 2.578 3.033 -2.519
H 2.819 4.310 -3.687
H 4.944 4.424 -4.782
H 4.649 2.902 -5.641
H 6.029 3.057 -4.579
H 3.008 0.816 -3.876
H 1.590 0.904 -3.169
C -3.759 -2.235 1.823
C -3.055 -2.297 3.183
C -1.843 -3.198 3.097
O -1.096 -3.125 4.286
C -0.139 -4.134 4.378
N -2.680 -0.977 3.704
H -4.676 -1.655 1.872
H -4.015 -3.245 1.469
H -3.073 -1.816 1.083
H -3.750 -2.769 3.893
H -1.207 -2.876 2.246
H -2.158 -4.226 2.849
H -0.575 -5.143 4.424
H 0.383 -3.994 5.332
H 0.613 -4.050 3.581
H -2.101 -0.515 2.995
H -3.525 -0.404 3.694
```

Summary:
relative energy (zero: lowest compared OMol25 entry of this formula, charge and spin) = 0.081 eV
largest force on an atom = 0.02938 hartree/bohr
E_LUMO = 2.405 eV
spin multiplicity = 1
gap between HOMO and LUMO = 8.46 eV
HOMO energy = -6.1 eV
charge = -1

Löwdin population analysis, charges in e, atoms 1 to 6:
1 Cl 0.630
2 O -0.395
3 O -0.378
4 O -0.363
5 O -0.374
6 O -0.269


A 11-piece molecular cluster, C30H70ClN10O10 overall in a non-equilibrium geometry, computed with wB97M-V/def2-TZVPD.

```
121
C30H70ClN10O10 | the OMol25 dataset | wB97M-V/def2-TZVPD
Cl -29.932 -12.556 -32.288
C -36.796 -11.788 -33.820
C -35.291 -11.463 -33.734
O -34.605 -11.534 -34.827
N -34.752 -11.013 -32.614
C -33.419 -10.554 -32.494
H -37.381 -11.006 -34.304
H -37.170 -11.853 -32.798
H -36.829 -12.759 -34.314
H -35.099 -11.092 -31.668
H -32.715 -11.383 -32.563
H -33.393 -10.161 -31.477
H -33.108 -9.732 -33.139
C -25.333 -13.615 -31.984
C -24.132 -14.069 -32.780
O -23.797 -15.270 -32.921
N -23.462 -13.014 -33.322
C -22.129 -13.177 -33.897
H -25.528 -12.592 -31.661
H -25.419 -14.261 -31.111
H -26.127 -13.757 -32.717
H -23.894 -12.108 -33.211
H -21.531 -13.939 -33.397
H -21.521 -12.286 -34.050
H -22.320 -13.573 -34.895
C -31.228 -16.153 -30.544
C -32.216 -16.237 -31.728
O -32.857 -17.245 -31.858
N -32.303 -15.242 -32.645
C -33.105 -15.235 -33.777
H -30.396 -16.833 -30.361
H -31.904 -16.285 -29.699
H -30.853 -15.129 -30.542
H -31.648 -14.482 -32.533
H -34.104 -14.836 -33.599
H -33.285 -16.204 -34.243
H -32.609 -14.471 -34.376
C -30.311 -10.360 -36.754
C -30.022 -10.221 -38.300
O -30.635 -10.877 -39.113
N -29.078 -9.371 -38.708
C -28.748 -8.879 -40.036
H -30.827 -11.282 -36.486
H -30.817 -9.478 -36.363
H -29.293 -10.313 -36.367
H -28.587 -8.873 -37.980
H -29.159 -9.693 -40.633
H -27.667 -8.822 -40.164
H -29.146 -7.873 -40.170
C -35.301 -12.630 -26.663
C -34.869 -13.677 -27.711
O -34.520 -14.725 -27.331
N -34.869 -13.183 -28.922
C -34.221 -13.718 -30.103
H -35.648 -13.184 -25.791
H -36.124 -12.023 -27.040
H -34.524 -12.038 -26.180
H -35.059 -12.192 -28.890
H -33.155 -13.621 -29.900
H -34.718 -13.279 -30.969
H -34.609 -14.736 -30.071
C -29.217 -13.923 -35.666
C -27.850 -13.247 -35.625
O -26.836 -13.786 -36.166
N -27.813 -12.095 -34.971
C -26.757 -11.211 -34.756
H -29.389 -14.763 -36.338
H -30.001 -13.211 -35.926
H -29.491 -14.420 -34.735
H -28.582 -11.977 -34.327
H -25.772 -11.677 -34.767
H -26.784 -10.942 -33.700
H -26.674 -10.309 -35.362
C -29.561 -9.199 -33.614
C -29.606 -8.596 -32.218
O -29.773 -7.378 -32.125
N -29.743 -9.466 -31.237
C -30.060 -9.017 -29.945
H -30.438 -9.824 -33.782
H -28.646 -9.791 -33.618
H -29.479 -8.498 -34.445
H -29.785 -10.466 -31.374
H -30.200 -9.932 -29.370
H -31.007 -8.479 -29.914
H -29.388 -8.336 -29.421
C -27.629 -16.194 -29.636
C -27.591 -17.653 -29.812
O -27.968 -18.307 -28.823
N -27.074 -18.227 -30.795
C -26.749 -17.776 -32.073
H -26.738 -15.830 -29.125
H -28.298 -15.799 -28.871
H -27.912 -15.583 -30.493
H -27.120 -19.235 -30.847
H -26.976 -18.514 -32.842
H -25.669 -17.702 -31.946
H -27.127 -16.774 -32.275
C -25.855 -9.792 -30.709
C -24.427 -9.535 -31.265
O -24.215 -9.445 -32.433
N -23.524 -9.283 -30.324
C -22.119 -8.953 -30.681
H -26.672 -9.599 -31.405
H -26.309 -9.095 -30.004
H -25.913 -10.840 -30.414
H -23.868 -9.112 -29.390
H -21.758 -9.725 -31.360
H -21.415 -8.734 -29.877
H -22.154 -7.983 -31.176
C -27.728 -12.633 -28.767
C -28.605 -12.915 -27.603
O -28.070 -12.916 -26.519
N -29.881 -13.179 -27.868
C -30.805 -13.549 -26.809
H -27.405 -11.593 -28.723
H -28.130 -12.861 -29.754
H -26.795 -13.188 -28.670
H -30.275 -13.435 -28.761
H -31.422 -14.374 -27.162
H -31.450 -12.741 -26.464
H -30.285 -13.862 -25.904
```

Summary:
largest force on an atom = 0.13543 hartree/bohr
E_LUMO = 1.760 eV
spin multiplicity = 1
gap between HOMO and LUMO = 8.69 eV
HOMO energy = -6.9 eV
charge = -1

Löwdin population analysis, charges in e, atoms 1 to 6:
1 Cl -0.187
2 C -0.002
3 C -0.499
4 O -0.030
5 N -0.015
6 C -0.088


- spin multiplicity of number 2 (C30H67N5O7S)?
  1


- Among the records above, which one has the highest E_LUMO?
  C30H69ClN6O14P


- Number 1 is which compound?
  C30H67F3N7O6


- The lowest E_LUMO belongs to which entry?
  C30H67F3N7O6